Density functional theory data (the ωB97M-V functional and the def2-TZVPD basis) for a cluster of 3 separate species, C5H14O4 in total.

Summary:
* Kohn-Sham gap: 10.3 eV
* charge: 0

Each line ends with the Mulliken charge.
Element x y z (Å)
C: 1.326 -1.498 1.937  -1.2844
C: 0.944 -0.608 0.775  -0.1365
O: -0.593 -0.689 0.619  -0.2617
C: -1.294 0.415 1.149  -0.6650
H: 0.845 -1.176 2.856  0.3052
H: 1.028 -2.524 1.737  0.3137
H: 2.410 -1.464 2.063  0.3951
H: 1.401 -0.936 -0.160  0.3632
H: 1.195 0.444 0.945  0.2899
H: -1.023 0.580 2.196  0.3156
H: -1.086 1.322 0.570  0.2380
H: -2.360 0.186 1.098  0.2210
O: -1.248 -0.191 -1.928  -0.7156
C: -1.260 -1.261 -1.322  0.3655
O: -2.398 -1.871 -0.990  -0.4379
H: -0.447 -1.994 -1.400  0.3291
H: -3.137 -1.249 -1.088  0.3689
C: 1.100 2.417 -1.457  -0.6286
O: 1.106 1.033 -1.659  -0.4779
H: 0.394 2.728 -0.675  0.2318
H: 2.109 2.720 -1.150  0.2330
H: 0.846 2.959 -2.371  0.2800
H: 0.140 0.657 -1.745  0.3574


Density functional theory data (the ωB97M-V functional and the def2-TZVPD basis) for the molecule C18H24N2O5S.

Summary:
* Kohn-Sham gap: 9.2 eV
* charge: 0

Each line ends with the Mulliken charge.
Element x y z (Å)
C: -3.691 -3.270 -0.105  -1.1414
C: -3.035 -2.662 1.123  -0.2960
O: -1.746 -2.153 0.755  -0.2928
C: -1.432 -0.927 1.109  -0.4828
O: -2.109 -0.200 1.796  -0.6455
C: -0.073 -0.468 0.547  1.4413
C: 0.853 -1.687 0.401  -0.5607
C: 2.281 -1.323 0.034  -0.3701
S: 3.333 -2.800 -0.139  -0.0702
C: 2.796 -3.375 -1.776  -0.8329
N: 0.473 0.532 1.450  -0.6073
C: 0.809 1.758 0.729  0.0784
C: 2.288 1.832 0.480  -0.4625
C: 3.318 1.950 1.365  -0.7819
C: 4.507 1.947 0.595  -0.3972
C: 4.112 1.832 -0.699  -0.5747
O: 2.770 1.760 -0.780  -0.2886
C: 0.003 1.713 -0.580  -0.0622
C: -1.344 2.400 -0.453  0.0198
O: -1.559 3.523 -0.084  -0.6620
N: -2.308 1.509 -0.876  0.2600
C: -3.715 1.857 -0.963  -0.6837
C: -4.544 1.099 0.065  -0.9646
C: -1.815 0.262 -1.178  -0.7437
O: -2.464 -0.639 -1.644  -0.6171
C: -0.338 0.248 -0.824  0.3020
H: -3.719 -2.536 -0.906  0.2313
H: -4.702 -3.583 0.137  0.3910
H: -3.123 -4.131 -0.447  0.3460
H: -2.875 -3.414 1.902  0.3434
H: -3.632 -1.841 1.532  0.3327
H: 0.419 -2.352 -0.347  0.3435
H: 0.871 -2.218 1.355  0.4334
H: 2.344 -0.772 -0.904  0.1205
H: 2.734 -0.735 0.829  0.1957
H: 1.750 -3.666 -1.748  0.2409
H: 2.959 -2.588 -2.507  0.2429
H: 3.409 -4.236 -2.019  0.3840
H: -0.203 0.723 2.183  0.5360
H: 0.524 2.632 1.327  0.7578
H: 3.236 2.023 2.429  0.5200
H: 5.511 2.021 0.959  0.4712
H: 4.660 1.794 -1.619  0.4982
H: 0.555 2.177 -1.399  0.6826
H: -4.060 1.624 -1.975  0.3101
H: -3.772 2.934 -0.792  0.4500
H: -5.564 1.473 0.060  0.4667
H: -4.557 0.039 -0.173  0.1300
H: -4.122 1.229 1.059  0.2719
H: 0.234 -0.230 -1.617  0.7365


Density functional theory data (the ωB97M-V functional and the def2-TZVPD basis) for a cluster of 2 separate species, C3H5NO2 in total.

Summary:
* Kohn-Sham gap (spin up / spin down): 9.1 / 7.9 eV
* charge: 0

Each line ends with the Mulliken charge.
Element x y z (Å)
C: 0.371 0.820 0.561  0.4640
C: 0.775 -1.611 -1.256  0.0075
C: -0.905 1.362 1.144  -0.7076
N: 0.181 -1.442 0.037  -0.3834
O: 1.322 1.318 0.081  -0.3824
O: -0.560 -1.201 -1.097  -0.2312
H: 1.300 -0.890 -1.764  0.2228
H: 1.087 -2.662 -1.588  0.2138
H: -1.162 2.459 0.884  0.2953
H: -0.732 1.222 2.220  0.2486
H: -1.680 0.625 0.779  0.2527


Density functional theory data (the ωB97M-V functional and the def2-TZVPD basis) for the molecule C7H10.

Summary:
* Kohn-Sham gap: 10.2 eV
* charge: 0

Each line ends with the Mulliken charge.
Element x y z (Å)
C: -1.389 0.596 0.395  -0.9262
C: -1.539 -0.720 -0.399  -0.4886
C: -0.103 -0.561 -0.938  -0.3799
C: -0.142 0.917 -0.483  0.1545
C: 1.269 0.780 0.114  -0.4518
C: 1.348 -0.228 1.212  -0.6872
C: 1.247 -0.723 -0.198  -0.3165
H: -2.233 1.289 0.338  0.3163
H: -1.151 0.445 1.451  0.1702
H: -1.914 -1.628 0.075  0.3310
H: -2.169 -0.499 -1.269  0.2617
H: 0.030 -0.851 -1.984  0.4207
H: -0.286 1.705 -1.224  0.4716
H: 2.059 1.506 -0.053  0.3821
H: 2.355 -0.328 1.615  0.2523
H: 0.571 -0.368 1.957  0.1333
H: 2.047 -1.332 -0.608  0.3567


Density functional theory data (the ωB97M-V functional and the def2-TZVPD basis) for a structure of composition C4H6MgO5Ru.

Summary:
* <S²>: 12.013
* spin multiplicity: 7
* Kohn-Sham gap (spin up / spin down): 4.6 / 7.5 eV
* charge: +2

Each line ends with the Löwdin spin population.
Element x y z (Å)
C: -1.801 -0.617 -2.184  0.0414
O: -1.855 0.427 -1.466  0.2780
O: -2.468 -0.720 -3.200  0.1236
Mg: -3.365 1.434 -2.747  0.6489
O: 0.132 2.224 1.408  0.4419
O: 1.097 0.210 -1.033  0.1541
C: 1.248 -0.931 -0.522  0.0639
C: 1.222 -0.909 0.991  0.0188
O: 0.197 -0.054 1.434  0.1816
C: 0.547 1.191 2.166  0.0529
Ru: -0.398 1.261 -0.153  3.9476
H: -0.713 -1.278 -1.973  0.0129
H: 1.283 -1.969 -0.900  0.0053
H: 2.212 -0.594 1.360  0.0022
H: 1.024 -1.934 1.343  0.0044
H: 0.001 1.108 3.123  0.0116
H: 1.638 1.152 2.352  0.0108


Density functional theory data (the ωB97M-V functional and the def2-TZVPD basis) for a structure of composition C26H50Br6O12S6.

Summary:
* Kohn-Sham gap: 10.0 eV
* charge: 0

Each line ends with the Mulliken charge.
Element x y z (Å)
C: 1.660 -0.052 -0.250  0.9006
Br: 1.876 -0.088 1.642  0.0293
Br: 1.769 -1.828 -1.016  -0.0612
Br: 2.940 1.039 -1.193  -0.0509
H: 0.681 0.313 -0.524  -0.8932
C: 1.032 3.901 -2.928  -0.4251
Br: 1.943 4.965 -1.603  -0.0513
Br: 0.029 5.145 -4.051  -0.0888
Br: -0.183 2.633 -2.166  0.1541
H: 1.686 3.364 -3.598  0.4244
C: -4.454 0.452 -2.014  -0.7438
C: -2.905 0.545 -2.142  -0.0702
C: -2.310 -0.762 -2.594  0.0311
S: -3.428 -2.037 -2.074  0.9874
O: -3.225 -2.225 -0.649  -0.4937
O: -3.321 -3.170 -2.942  -0.7475
C: -4.865 -0.985 -2.303  -0.7907
H: -4.899 1.054 -2.798  0.4458
H: -4.820 0.748 -1.037  0.2538
H: -2.376 0.887 -1.250  -0.2981
H: -2.761 1.335 -2.877  0.3945
H: -1.313 -1.020 -2.227  -0.2340
H: -2.099 -0.805 -3.662  0.5242
H: -5.741 -1.389 -1.799  0.4821
H: -5.087 -1.155 -3.363  0.4431
C: 2.718 3.197 5.125  -0.2433
C: 3.385 2.420 4.025  0.0495
C: 4.816 2.864 3.816  -1.0594
S: 5.419 2.997 5.523  1.1261
O: 6.420 4.001 5.665  -0.6561
O: 5.613 1.651 5.980  -0.6338
C: 3.832 3.656 6.088  -0.7881
H: 2.046 2.560 5.709  0.2020
H: 2.012 3.983 4.861  -0.0162
H: 2.846 2.308 3.080  0.1333
H: 3.471 1.348 4.256  0.2654
H: 4.951 3.880 3.427  0.3246
H: 5.382 2.217 3.152  0.4916
H: 3.902 4.741 6.010  0.3209
H: 3.657 3.396 7.128  0.4195
C: -0.667 -4.645 0.179  0.4698
C: 0.609 -5.198 0.931  -0.7651
C: 1.727 -5.364 -0.065  -0.6686
S: 1.025 -5.602 -1.685  1.0417
O: 0.600 -6.958 -1.869  -0.6858
O: 1.793 -4.927 -2.702  -0.5437
C: -0.485 -4.695 -1.329  -0.4658
H: -0.798 -3.607 0.468  -0.6945
H: -1.532 -5.254 0.426  0.5382
H: 0.294 -6.178 1.277  0.3227
H: 0.755 -4.502 1.747  0.3960
H: 2.387 -6.183 0.221  0.5259
H: 2.391 -4.503 -0.160  0.2030
H: -1.268 -4.989 -2.022  0.6098
H: -0.255 -3.675 -1.659  -0.2423
C: 2.926 -3.235 -5.563  -0.4139
C: 2.956 -2.788 -7.033  -0.6527
C: 1.828 -1.785 -7.223  -0.7436
S: 1.809 -0.779 -5.719  1.0381
O: 0.455 -0.825 -5.205  -0.5394
O: 2.567 0.440 -5.752  -0.6851
C: 2.814 -1.933 -4.791  0.0115
H: 3.826 -3.762 -5.261  0.3705
H: 2.058 -3.845 -5.311  0.2387
H: 2.665 -3.659 -7.619  0.3339
H: 3.923 -2.366 -7.292  0.3415
H: 0.902 -2.351 -7.105  0.3457
H: 1.765 -1.235 -8.156  0.4350
H: 2.484 -1.896 -3.757  -0.3859
H: 3.790 -1.439 -4.820  0.3527
C: -3.198 -0.087 1.128  1.6868
C: -1.912 -0.737 1.608  0.5003
C: -1.926 -0.872 3.109  -0.7428
S: -3.650 -1.147 3.561  1.1726
O: -4.027 -0.145 4.519  -0.6872
O: -3.929 -2.527 3.832  -0.6976
C: -4.310 -0.699 1.962  -1.1043
H: -3.421 -0.239 0.077  -1.7198
H: -3.191 0.985 1.340  -0.0102
H: -1.044 -0.204 1.236  -0.3919
H: -1.902 -1.749 1.189  0.1686
H: -1.782 0.128 3.534  0.0719
H: -1.199 -1.513 3.593  0.5896
H: -5.249 -0.183 2.154  0.5873
H: -4.592 -1.659 1.519  0.3898
C: -1.163 5.451 2.320  -0.6200
C: -2.233 4.709 3.112  -0.7885
C: -2.244 3.236 2.673  -0.6406
S: -0.530 2.862 2.253  1.1217
O: -0.455 2.312 0.922  -0.3296
O: 0.086 2.229 3.391  -0.6446
C: 0.058 4.569 2.279  -0.0613
H: -0.834 6.356 2.836  0.3618
H: -1.588 5.783 1.375  0.2992
H: -3.247 5.094 3.024  0.4225
H: -2.018 4.709 4.185  0.3065
H: -2.784 3.251 1.725  0.2600
H: -2.620 2.494 3.370  0.4025
H: 0.652 4.745 1.385  0.1444
H: 0.610 4.502 3.211  -0.1932


Density functional theory data (the ωB97M-V functional and the def2-TZVPD basis) for a cluster of 2 separate species, C6H15N2 in total.

Summary:
* Kohn-Sham gap: 9.2 eV
* charge: +1

Each line ends with the Mulliken charge.
Element x y z (Å)
C: 3.261 0.388 -2.394  -0.7542
N: 2.218 -0.548 -1.959  -0.1732
C: 1.418 -0.323 -0.950  0.4017
N: 0.452 -1.132 -0.578  -0.2376
H: 2.958 0.906 -3.300  0.3080
H: 4.176 -0.164 -2.560  0.3100
H: 3.457 1.089 -1.588  0.3112
H: 2.048 -1.369 -2.525  0.2393
H: 1.543 0.621 -0.438  0.0911
H: 0.445 -2.088 -0.917  0.2409
H: -0.033 -0.949 0.303  0.2119
C: -2.422 0.256 1.100  0.2202
C: -1.253 0.354 1.728  -0.5123
C: -0.246 1.437 1.502  -1.2238
C: -3.392 -0.866 1.302  -1.1387
H: -2.692 1.049 0.412  0.3147
H: -1.061 -0.401 2.491  0.3754
H: -0.371 2.253 2.217  0.4042
H: 0.781 1.094 1.631  0.3241
H: -0.350 1.871 0.505  0.3303
H: -2.895 -1.732 1.736  0.3074
H: -3.817 -1.168 0.345  0.3260
H: -4.228 -0.579 1.938  0.3232